Entry 1:
A cluster of 12 separate species, C8H20B2O26 in total in a non-equilibrium geometry, computed with wB97M-V/def2-TZVPD.

```
! RIJCOSX wB97M-V def2-TZVPD def2/J DEFGRID3
* xyz -2 1
O -32.80 24.81 -32.10
O -33.83 27.43 -33.15
O -36.83 24.76 -36.98
O -29.21 21.42 -27.70
O -35.48 24.59 -32.80
O -35.79 25.56 -34.91
O -37.26 27.97 -38.46
O -28.13 18.24 -27.48
O -33.83 22.22 -32.85
O -30.08 24.70 -33.21
O -26.99 20.44 -28.63
O -26.66 24.09 -25.27
O -28.88 24.32 -26.88
O -31.11 20.48 -25.01
O -31.83 24.16 -30.20
O -38.34 24.37 -32.87
O -37.17 27.03 -36.24
O -36.73 25.16 -39.25
O -29.64 24.14 -31.16
O -31.94 25.31 -26.46
O -29.95 24.62 -28.75
O -27.51 25.04 -34.79
O -38.13 25.18 -34.99
O -30.20 22.44 -29.47
O -25.50 24.23 -27.61
O -30.30 25.58 -36.02
C -37.19 26.99 -37.65
C -29.40 23.91 -27.91
C -36.96 25.52 -38.09
C -30.42 24.33 -32.10
C -37.66 24.84 -33.80
C -31.83 24.50 -31.46
C -29.60 22.44 -28.28
C -36.18 24.98 -33.77
B -30.43 23.82 -29.95
B -36.96 25.64 -35.77
H -28.79 17.91 -28.09
H -29.79 25.46 -35.22
H -31.38 20.11 -25.85
H -34.33 27.75 -32.40
H -30.27 20.89 -25.19
H -25.97 24.18 -26.78
H -33.91 22.12 -33.80
H -31.19 25.34 -35.78
H -30.99 25.25 -26.50
H -26.88 21.12 -29.29
H -26.82 23.95 -24.33
H -33.81 23.17 -32.71
H -24.59 24.00 -27.38
H -32.25 24.42 -26.61
H -27.57 20.82 -27.98
H -27.75 25.96 -34.72
H -27.63 24.69 -33.90
H -27.64 18.89 -27.98
H -33.50 26.58 -32.88
H -27.48 24.45 -25.60
*
```

Energy relative to the best compared isomer or geometry (same formula, charge and spin) = 208.7 kJ/mol
Kohn-Sham gap = 9.25 eV
E_HOMO = -5.75 eV
Molecular weight = 553.85 g mol⁻¹

***

Entry 2:
A structure of composition C21H26AsClCrN2O6S2Si in a non-equilibrium geometry, computed with wB97M-V/def2-TZVPD.

```
! RIJCOSX wB97M-V def2-TZVPD def2/J DEFGRID3
* xyz -2 5
As 1.42 -2.87 -0.74
Cr -0.93 0.13 -0.30
Cl -4.34 -0.65 -6.75
S -1.15 2.62 0.57
S -2.44 -1.70 0.09
Si 0.99 -0.38 2.48
O -2.28 0.88 -1.47
O 0.33 -0.42 1.04
O -2.10 3.50 -0.06
O -1.74 1.46 1.25
O -0.20 -0.86 -1.88
O 2.25 2.41 -0.74
N 0.01 2.05 -0.39
N -2.46 -2.51 2.78
C 2.15 4.41 1.47
C -0.09 -4.05 -1.18
C -0.24 0.02 3.87
C 2.28 -2.94 -2.53
C 1.89 5.27 2.53
C -3.77 1.23 -3.25
C 1.76 -2.07 2.89
C 0.62 5.31 3.12
C 2.53 -4.41 -0.06
C -2.68 0.57 -2.67
C -3.67 -0.17 -5.20
C -2.58 -0.83 -4.70
C -0.85 -1.07 -2.99
C -0.40 4.49 2.64
C 1.14 3.60 0.99
C -2.40 -2.13 1.69
C -0.11 3.64 1.59
C -2.03 -0.47 -3.44
C 2.42 0.88 2.59
C -4.28 0.88 -4.50
C 1.22 2.62 -0.14
H 2.31 -3.96 -2.93
H 3.55 -4.08 0.13
H 2.87 1.03 1.61
H 3.30 -2.56 -2.46
H -1.39 4.53 3.07
H 1.73 -2.30 -3.22
H -0.40 -1.81 -3.67
H -0.81 -3.52 -1.81
H -0.61 -4.32 -0.26
H -5.13 1.39 -4.93
H 3.13 4.37 1.01
H 2.07 1.86 2.95
H 2.19 -2.09 3.90
H 2.55 -2.30 2.18
H -0.76 0.96 3.65
H -1.00 -0.76 3.92
H 0.43 5.99 3.94
H 0.24 -4.96 -1.69
H 2.11 -4.77 0.88
H -4.22 2.03 -2.68
H 0.24 0.11 4.85
H 1.01 -2.85 2.82
H 2.66 5.92 2.91
H -2.12 -1.64 -5.26
H 3.20 0.54 3.28
H 2.57 -5.24 -0.78
*
```

Energy relative to the best compared isomer or geometry (same formula, charge and spin) = 27.0 kJ/mol
Kohn-Sham gap (alpha / beta) = 4.14 / 6.53 eV
E_HOMO (alpha / beta) = 0.04 / -2.34 eV
Molecular weight = 657.04 g mol⁻¹

***

Entry 3:
A structure of composition C38H32F2IN3O2S2Sm, computed with wB97M-V/def2-TZVPD.

```
! RIJCOSX wB97M-V def2-TZVPD def2/J DEFGRID3
* xyz -1 6
Sm -0.65 0.41 -1.03
I -0.32 3.29 -2.16
S 2.16 1.34 -3.24
S 5.47 -1.00 6.26
F -5.06 3.38 1.42
F -0.96 4.02 3.55
O 3.81 0.84 7.17
O 1.35 0.24 -2.62
N -1.80 -1.35 0.79
N -2.75 -2.25 0.55
N -3.46 0.71 -1.27
C -3.03 3.70 2.49
C -5.38 0.92 0.13
C -1.49 0.10 -4.45
C -2.16 -1.87 -6.28
C -4.04 1.22 -0.17
C -1.70 0.43 -5.77
C -1.09 2.46 1.77
C -6.12 0.13 -0.72
C 2.05 -0.03 1.44
C -3.20 2.03 0.74
C -1.75 -3.88 -3.19
C -3.76 3.02 1.55
C -1.94 -2.23 -4.93
C -2.05 -3.58 -4.49
C -2.03 -0.58 -6.69
C 2.89 -0.25 2.56
C 4.85 1.29 -3.37
C 4.70 0.09 7.45
C -1.69 3.38 2.60
C 4.52 1.56 -1.91
C -1.38 -2.87 -2.28
C 4.48 -0.70 4.81
C -3.19 -2.83 1.68
C 2.76 -1.43 3.31
C 3.67 0.49 -3.88
C 3.12 2.15 -1.90
C -5.52 -0.36 -1.88
C -2.48 -2.27 2.72
C 1.27 0.14 0.51
C -1.30 -1.52 -2.60
C 3.55 -1.65 4.43
C 3.85 0.69 2.96
C 4.64 0.46 4.08
C -1.82 1.75 0.80
C -4.20 -0.04 -2.10
C 5.30 -0.04 8.82
C -1.59 -1.23 -3.98
C -1.62 -1.34 2.10
H -2.57 -2.48 3.77
H -1.61 1.46 -6.09
H 3.63 -0.52 -3.46
H 3.60 0.43 -4.97
H 5.32 0.93 9.32
H -2.35 -4.35 -5.19
H -7.15 -0.11 -0.49
H 5.24 2.24 -1.44
H 3.11 3.22 -2.14
H 2.57 1.97 -0.98
H 4.53 0.63 -1.34
H 4.66 -0.71 9.40
H -0.91 -0.67 2.55
H -6.06 -0.98 -2.58
H -0.02 2.29 1.89
H -1.24 0.88 -3.74
H 3.44 -2.56 5.01
H -1.11 -3.20 -1.28
H -2.18 -0.31 -7.73
H -3.96 -3.58 1.68
H -3.49 4.47 3.10
H 3.97 1.60 2.39
H 4.91 2.24 -3.92
H -3.69 -0.41 -2.98
H -3.01 -2.44 -0.40
H -5.82 1.31 1.03
H 2.04 -2.17 3.00
H 5.38 1.20 4.38
H 6.31 -0.46 8.78
H -1.81 -4.91 -2.85
H -2.42 -2.65 -6.99
H 5.80 0.76 -3.50
*
```

Energy relative to the best compared isomer or geometry (same formula, charge and spin) = 0.0 kJ/mol
Kohn-Sham gap (alpha / beta) = 7.22 / 7.22 eV
E_HOMO (alpha / beta) = -5.11 / -5.11 eV
Molecular weight = 942.09 g mol⁻¹

***

Entry 4:
The ion C4H12N2O with charge -1 in a non-equilibrium geometry, computed with wB97M-V/def2-TZVPD.

```
! RIJCOSX wB97M-V def2-TZVPD def2/J DEFGRID3
* xyz -1 2
O 1.85 -2.46 -1.05
N -0.96 1.83 2.10
N -0.94 -0.01 0.57
C -0.55 -0.42 -0.78
C -1.01 1.46 0.70
C 0.94 -0.24 -1.08
C 1.84 -1.15 -0.31
H -0.74 -1.50 -0.69
H 1.15 -0.29 -2.14
H -1.55 1.09 2.49
H -1.43 2.72 2.26
H -0.09 1.84 0.20
H -1.90 -0.37 0.69
H 1.24 0.79 -0.79
H 0.95 -2.79 -1.05
H -1.89 1.80 0.14
H 1.28 -1.49 0.56
H 2.89 -0.89 -0.19
H -1.10 0.09 -1.62
*
```

Energy relative to the best compared isomer or geometry (same formula, charge and spin) = 144.9 kJ/mol
Kohn-Sham gap (alpha / beta) = 2.76 / 9.35 eV
E_HOMO (alpha / beta) = 1.22 / -5.38 eV
Molecular weight = 104.15 g mol⁻¹